[1]
Computed, not measured: a cluster of 12 separate species, C32H92N4O12 in total in a non-equilibrium geometry, with ωB97M-V with the def2-TZVPD basis set.

- HOMO level (eV) = -8.89
- SMILES = COC[C@H](C)N.COC[C@H](C)N.COC[C@H](C)N.COC[C@H](C)N.CCO.CCO.CCO.CCO.CCO.CCO.CCO.CCO
- DFT total energy (eV) = -65198.4344
- net charge = 0
- molar mass (g mol⁻¹) = 725.1
- ΔE to the lowest compared entry with this formula, charge and spin (kcal per mole) = 95.3
- 2S+1 = 1

Last column: Mulliken charge in e.
Cartesian coordinates (Å):
O 2.2468 4.5859 1.1245  -0.60
O -2.0290 0.9884 2.5539  0.14
O 1.3149 -2.8337 0.8750  -0.30
O 4.1702 -3.5956 2.2042  -0.69
O -7.7114 -0.1722 -2.7080  -0.57
O -4.8990 -3.2339 -0.8383  -0.53
O -0.1462 1.9391 -6.0601  -0.51
O 5.6628 0.5231 0.6481  -0.26
O -1.3253 0.6497 -1.5300  -0.35
O -2.9883 -3.4075 3.7368  -0.36
O 3.7621 3.1783 -3.7205  -0.53
O -3.2800 4.7986 -3.0650  -0.51
N 0.6381 -4.1294 3.2876  -0.62
N -0.2619 -0.5250 0.9905  1.10
N 0.4413 2.5719 5.0357  -0.77
N 8.1062 -0.2108 -0.8492  -0.76
C -1.0623 -5.7472 3.8212  -1.66
C -3.6742 -2.5728 -0.8456  0.91
C -6.3853 -0.7132 -2.5811  -0.04
C -1.5688 -3.1776 3.7531  0.10
C -2.4503 1.3758 -2.0176  -0.77
C -1.4355 1.3257 -6.1941  -0.27
C -1.6089 1.9250 3.6112  -1.01
C 2.7815 2.1864 -4.0558  -0.49
C -2.6538 -3.3899 -1.6922  -0.55
C -0.6579 1.3461 -0.4585  -1.14
C 6.7992 -0.3018 -1.4223  0.20
C 3.9499 -2.2672 2.4384  1.12
C 1.4117 -0.0633 -0.7552  -1.48
C 5.0193 -1.8853 3.4675  -1.67
C -5.5423 -0.5900 -3.8428  -0.58
C 4.7269 1.4546 1.3468  -0.61
C -3.3828 4.8047 -0.7160  -0.71
C -4.0954 4.5590 -2.0300  -0.29
C 6.3495 -1.7454 -1.1283  -0.99
C -3.8251 -2.3289 4.0672  -0.60
C 2.4337 -4.2183 -0.7954  -1.45
C -3.4410 1.1849 2.1991  -1.01
C -0.7873 -4.3956 3.1464  1.09
C -0.1247 1.6448 4.0057  1.67
C -1.4321 -0.0919 -5.7098  -0.56
C 1.1467 -3.6494 -0.3022  0.64
C 5.9806 0.7890 -0.7714  -0.27
C 1.4758 2.4791 -3.2196  -0.05
C 0.9630 4.4118 0.6805  2.20
C 0.0996 5.6646 0.4802  -1.41
C 0.4107 0.5580 0.2440  2.15
C 0.2885 0.2900 4.4715  -1.21
H -1.0206 -4.4585 2.0836  -0.04
H -1.2693 -2.2981 3.1831  -0.47
H -1.1330 -0.5397 0.4796  -0.22
H -0.7279 -5.7857 4.8579  0.36
H -3.5844 2.2130 1.8666  0.31
H 8.0089 -0.5413 0.1002  0.34
H -2.2069 1.6855 4.4905  0.29
H -3.8180 4.6846 -3.8519  0.32
H -1.4671 -0.8166 -6.5232  0.40
H -2.3857 2.4536 -1.8687  0.40
H -2.3094 4.6200 -0.6731  -0.07
H 0.8575 -0.6376 -1.4976  0.09
H -3.8388 -1.5204 -1.0765  -0.45
H -2.6495 1.1415 -3.0633  0.03
H -0.0673 3.4381 4.9294  0.25
H -1.6355 1.3661 -7.2648  0.34
H 4.0421 -1.7103 1.5059  -0.16
H -0.4889 -0.3287 -5.2174  0.26
H -3.4315 5.8365 -0.3680  0.48
H 1.2704 0.2450 4.9427  0.55
H 0.1677 2.2583 5.9560  0.30
H -4.9364 5.2418 -2.1509  0.42
H -3.5711 -1.3651 3.6260  0.00
H -2.1488 -5.7446 3.9082  0.39
H -3.6777 0.6078 1.3052  0.20
H -1.6707 -2.9955 -1.4351  -0.20
H -5.9758 -1.0415 -4.7351  0.42
H -2.2178 1.8865 -5.6825  0.20
H 1.0767 1.0746 0.9351  -0.49
H -5.8543 -0.3573 -1.6983  0.07
H 8.4017 0.7549 -0.8639  0.28
H -0.8828 5.5129 0.9274  0.29
H -3.0235 -3.2371 -2.7061  0.28
H 4.8520 -0.8888 3.8764  0.29
H -2.5607 -4.4626 -1.5225  0.36
H 0.4437 1.8921 3.1091  -0.76
H 6.5460 1.7208 -0.7610  0.38
H 4.8713 -2.5341 4.3308  0.50
H 6.9069 -2.5604 -1.5899  0.40
H 2.5629 2.0924 -5.1195  0.43
H -0.7122 -6.6117 3.2572  0.43
H -0.2153 2.5310 -5.3074  0.30
H -1.4152 1.5696 0.2929  0.36
H -3.2296 -2.4731 0.1446  -0.11
H 0.4976 -4.4901 -0.0573  0.20
H 1.2303 3.5019 -3.5056  0.66
H 2.1985 4.5202 2.0810  0.38
H -1.7307 2.9545 3.2746  0.43
H 0.1077 5.9735 -0.5651  0.31
H 6.3903 -1.9365 -0.0560  0.11
H 6.0405 -2.0478 3.1230  0.30
H -3.8484 4.1642 0.0331  0.20
H 0.4950 3.6648 1.3216  -0.79
H 2.1398 -0.6290 -0.1739  0.35
H 2.4850 -4.4907 -1.8496  0.36
H -0.6403 -0.0887 1.8191  -1.11
H -4.9249 -3.7904 -0.0565  0.34
H 2.5235 -5.2315 -0.4038  0.43
H 6.7434 -0.2512 -2.5097  0.37
H 0.4683 6.5194 1.0471  0.44
H 3.1638 1.2140 -3.7453  0.23
H -2.2655 -0.2861 -5.0346  -0.08
H 1.6807 2.3664 -2.1550  -0.22
H 2.0743 0.6427 -1.2558  -0.19
H 5.0248 0.8433 -1.2927  -0.03
H 5.1411 2.4628 1.3368  0.39
H -5.2420 0.4558 -3.9078  0.17
H 3.7050 1.3474 0.9830  0.00
H -4.3964 3.5221 -2.1794  0.16
H -3.7544 -2.2044 5.1478  0.37
H 3.3483 -3.6648 -0.5827  0.12
H 0.3594 -0.3704 3.6073  -0.16
H 2.9403 -2.2572 2.8493  0.02
H -0.3034 2.3161 -0.8070  0.78
H 0.7993 -3.5229 2.4963  0.03
H -0.4307 -0.2559 5.0821  0.34
H -4.1538 0.9059 2.9750  0.34
H -8.3110 -0.5727 -2.0742  0.32
H 4.4198 3.0431 -4.4066  0.30
H 1.1954 -4.9511 3.1019  0.33
H 5.2640 -1.7952 -1.2140  0.14
H -4.8386 -2.6695 3.8555  0.31
H -3.3237 1.1175 -1.4188  0.28
H -1.3368 -3.0150 4.8057  0.41
H -4.5933 -1.0952 -3.6628  0.01
H 1.1062 3.8919 -0.2668  -0.62
H 0.6453 -2.1548 0.9853  -0.06
H 4.6025 1.2362 2.4074  0.28
H 0.5573 -3.1313 -1.0587  -0.07
H -6.4414 -1.7814 -2.3715  0.21
H 0.5403 2.0156 -3.5328  -0.26
H 3.3556 -3.9019 1.7990  0.28

Cartesian forces, eV/Å:
1.603 0.658 1.145
-1.231 1.165 0.846
1.312 -1.376 -0.814
0.270 -2.581 -0.979
0.772 0.391 -0.415
-1.139 -0.099 0.386
-0.418 0.240 0.308
-0.544 0.225 0.447
0.729 0.183 0.052
0.648 -0.317 -1.528
-0.603 -0.406 -0.675
2.598 0.970 -3.019
-0.277 1.033 -0.083
-0.301 0.174 -0.275
-1.272 0.311 -0.763
1.474 -0.203 -0.728
-1.606 1.017 0.102
1.587 -1.063 0.796
-0.502 -1.693 0.035
-0.461 -1.000 0.283
-0.133 -0.105 0.829
0.355 0.333 -0.785
0.410 -2.080 0.214
-1.365 -0.723 1.493
-0.592 1.542 0.088
-0.826 1.459 0.048
-0.122 -1.542 1.181
0.628 1.024 1.128
0.206 0.131 0.392
-0.933 0.166 0.492
0.298 0.674 0.967
1.185 -0.860 -0.977
-0.141 -0.010 0.747
-1.071 -0.301 1.523
-1.292 0.512 1.356
0.334 -0.629 1.031
0.988 -1.239 -0.380
1.233 0.146 -0.451
0.384 -0.677 1.259
0.805 1.365 0.100
0.179 -1.042 0.107
-1.362 0.645 0.530
-2.230 0.037 1.304
0.962 0.938 -1.453
-1.123 -0.866 -1.181
0.408 0.085 0.645
1.372 -1.398 -1.126
-0.520 -2.001 -1.008
-0.565 -0.067 -0.189
-0.207 0.299 -0.132
-0.466 -1.134 -0.344
0.480 0.141 -0.118
-0.091 0.282 0.385
0.333 0.277 0.216
-0.368 0.409 0.137
0.344 0.130 -0.351
-0.269 0.051 -0.109
0.598 0.138 -0.329
-0.024 -0.518 -0.645
0.350 -0.262 0.012
0.208 -0.085 -1.060
0.246 -0.092 0.068
0.189 0.663 0.086
-0.291 -0.003 0.012
-0.171 0.491 0.009
-0.075 0.224 0.342
-0.422 0.098 -0.155
-0.127 0.431 0.036
-0.003 -0.309 0.260
-0.637 -0.241 0.665
0.049 -0.078 -0.509
-0.219 -0.750 -0.115
0.358 -0.431 0.116
0.174 0.288 -0.820
-0.204 0.449 0.080
0.104 0.299 0.017
-0.628 0.856 0.099
0.030 0.727 -0.031
0.341 0.000 0.323
-0.291 -0.101 -0.631
0.875 -0.125 -0.369
0.334 0.278 -0.331
-0.715 0.053 0.504
0.170 -0.145 -0.257
-0.195 0.223 -0.549
0.043 -0.238 -0.008
-0.169 0.431 -0.477
-0.024 0.478 -0.101
0.033 0.163 -0.015
0.290 0.099 -0.017
-0.211 0.216 0.195
-0.218 -0.308 0.592
-0.152 -0.216 0.262
0.262 0.571 0.668
0.482 0.220 0.131
-0.070 0.082 0.023
-0.468 -0.080 0.077
0.530 0.133 0.292
-0.136 0.275 -0.240
-0.005 0.122 0.260
-0.589 0.038 0.167
-0.359 -0.668 -0.102
-0.492 0.689 -0.360
0.270 -0.072 0.536
-0.129 -0.143 -0.060
0.445 0.067 0.674
0.412 0.775 -0.106
0.464 -0.069 0.071
0.081 -0.261 0.019
0.074 -0.171 0.049
-0.243 0.242 -0.225
-0.504 0.398 -0.142
-0.202 0.616 -0.170
-0.349 0.176 -0.518
-0.285 0.160 -0.865
0.082 0.388 -0.688
-0.709 -0.285 0.944
-0.163 0.354 0.356
-0.235 0.209 0.216
0.187 -0.166 -0.105
-0.091 1.168 0.161
0.205 0.017 -0.330
0.987 0.229 0.102
-0.182 0.412 0.449
0.276 0.096 0.287
0.251 -0.151 0.084
0.438 0.371 0.128
-0.115 -0.289 0.089
-0.136 -0.426 -0.889
0.006 0.356 -0.233
-0.360 -0.345 0.001
0.680 -0.053 0.107
0.017 -0.305 0.143
-0.408 0.108 -0.322
-0.721 0.904 -0.431
0.756 -0.780 -0.010
0.375 0.522 -0.175
-0.331 -0.227 0.014
0.489 -1.089 0.203
0.028 -0.420 -0.226



[2]
Computed, not measured: an isolated molecule of C4H11NO2 in a non-equilibrium geometry, with ωB97M-V with the def2-TZVPD basis set.

- HOMO level (eV) = -9.82
- SMILES = N[C@@H](CO)CCO
- DFT total energy (eV) = -9909.4148
- net charge = 0
- molar mass (g mol⁻¹) = 105.1
- ΔE to the lowest compared entry with this formula, charge and spin (kcal per mole) = 65.2
- 2S+1 = 1

Last column: Mulliken charge in e.
Cartesian coordinates (Å):
O -1.0748 -1.1474 -2.2334  -0.53
O -1.1548 0.4872 2.4362  -0.52
N 1.3891 0.4072 1.5391  -0.79
C 0.3426 -0.1820 0.6484  0.56
C 0.9496 -0.3890 -0.7757  -0.94
C -0.9046 0.7220 1.0055  -0.81
C 0.1088 -0.3607 -2.0926  -0.50
H 0.7043 -0.4682 -3.0120  0.37
H -0.2844 0.6780 -2.1179  0.27
H 1.8385 -0.4262 1.8982  0.24
H -1.7929 0.6029 0.3516  0.41
H -0.1073 -1.2306 0.9634  0.20
H 1.4496 0.5733 -0.7527  0.36
H 0.9828 0.5833 2.4027  0.30
H 1.7517 -1.0859 -0.7443  0.39
H -2.1022 0.1674 2.4629  0.32
H -0.4611 1.7231 0.8667  0.34
H -1.6348 -0.6543 -2.8462  0.33

Cartesian forces, eV/Å:
0.116 -0.601 0.484
-2.090 -0.240 -1.667
0.726 -2.407 -1.741
-2.772 -2.369 0.981
-1.236 2.075 0.155
1.608 0.044 -0.768
-0.646 1.789 0.370
0.377 -0.181 0.578
0.521 -0.171 -0.065
1.295 -0.280 -0.517
0.484 -0.158 0.594
1.357 1.614 -0.042
0.624 0.292 -1.021
-1.683 1.337 1.796
0.317 -1.060 0.112
1.716 0.520 0.243
-0.800 0.106 0.316
0.087 -0.308 0.193



[3]
Computed, not measured: a structure of composition C48H51F6NO5SSeSn, with ωB97M-V with the def2-TZVPD basis set.

- HOMO level (eV) = -1.90
- DFT total energy (eV) = -160654.5139
- net charge = -2
- molar mass (g mol⁻¹) = 1065.7
- ΔE to the lowest compared entry with this formula, charge and spin (kcal per mole) = 7.9
- 2S+1 = 1

Last column: Mulliken charge in e.
Cartesian coordinates (Å):
Sn 0.3192 0.2056 0.2879  0.83
Se -2.2748 -0.9554 0.6681  0.02
S 0.7930 0.7510 -3.1707  -0.33
F 4.6009 4.0564 -2.1717  -0.34
F 4.6110 5.0341 -4.7159  -0.35
F 1.5110 -2.8387 -5.9738  -0.37
F 2.8446 4.0220 -6.5313  -0.33
F 2.8987 2.1411 -1.4475  -0.25
F 1.1284 2.1094 -5.8473  -0.35
O -1.1942 1.7645 -0.2466  -0.67
O -0.3580 0.7142 2.3521  -0.81
O 1.7357 -3.7578 2.3855  -0.82
O 0.2194 -2.0302 -1.2164  -0.58
O 1.2171 -1.7429 1.5284  -0.53
N 2.3971 -5.4534 -1.2122  0.33
C -4.6036 0.6603 0.4353  0.00
C -7.2506 2.8264 1.5026  -1.64
C -1.0568 4.4201 -0.5748  -2.16
C 1.2677 -2.9016 -3.6321  -0.84
C 2.3381 -4.7048 -4.8196  -0.83
C 2.1494 -4.8186 -2.4321  -0.47
C -3.0041 -1.4652 4.7314  -0.31
C -3.0026 5.3875 0.5965  -1.76
C -3.0507 -1.5430 3.3502  -0.24
C -4.9339 -3.1029 4.8648  -2.10
C -3.1669 -3.1314 6.6045  -1.67
C 2.5353 -7.5829 0.0497  -1.70
C -3.1154 4.9037 -1.8597  -1.71
C 3.2721 -6.7231 -3.6346  -1.02
C -3.9607 -2.2238 5.6520  1.93
C 1.3655 0.4309 4.7984  -1.61
C -3.2216 0.6679 0.3184  -0.48
C 1.4750 -2.9733 1.4564  -0.16
C 2.8489 3.5424 -5.2687  0.08
C 2.1536 -4.7680 -0.0580  -0.53
C -4.7825 -1.2251 6.4808  -1.63
C -4.5999 2.9677 -0.0748  -0.23
C -7.4657 2.4276 -0.9556  -1.66
C -3.2197 3.0217 -0.2010  -0.33
C -2.5915 4.3984 -0.5073  2.41
C 1.9652 2.5501 -4.8930  0.27
C 1.5408 -3.5699 0.0432  0.18
C -0.1062 0.9229 6.7290  -2.40
C 3.7321 3.5605 -3.0751  -0.27
C 2.8396 2.5661 -2.7186  -0.05
C 3.0427 -6.7762 -1.1421  0.53
C 1.0090 -2.9674 -1.1659  0.86
C 1.6991 -3.4726 -4.7945  0.07
C 3.7457 4.0610 -4.3590  0.76
C -2.1581 -0.8193 2.5692  -0.55
C -1.1028 0.0951 4.5353  -0.68
C 1.4857 -3.5874 -2.4323  0.41
C -5.3376 1.8194 0.2313  -0.58
C -6.8603 1.8898 0.3494  1.88
C -2.0162 -0.6334 5.2794  0.18
C 2.7983 -7.5304 -2.4375  -1.03
C -2.4657 1.8118 -0.0484  1.44
C -7.4718 0.5143 0.6231  -2.15
C -0.1781 2.4219 4.7628  -1.62
C -0.0233 0.9560 5.2003  2.37
C -1.1615 0.0232 3.1050  1.50
C 1.9111 1.9966 -3.6026  0.31
C 2.5777 -5.3851 -3.6451  1.07
H 0.0319 -0.0887 7.1214  0.38
H -1.0616 1.3121 7.0949  0.38
H -6.8068 2.4786 2.4387  0.32
H -0.1218 2.5094 3.6787  0.16
H -2.6443 5.0365 1.5678  0.33
H -3.8455 -3.6947 7.2562  0.47
H -5.5627 -2.5055 4.1987  0.30
H -2.5594 -3.8400 6.0359  0.35
H -4.0871 5.5083 0.6614  0.30
H -8.5625 0.5974 0.6619  0.44
H -5.0872 -0.2715 0.7032  0.37
H -2.8418 4.2041 -2.6535  0.36
H -4.1355 -0.6149 7.1158  0.30
H 1.4443 -7.5432 0.0937  0.37
H -5.5891 -3.6384 5.5588  0.44
H -0.6719 3.7899 -1.3751  0.37
H -1.1436 2.8169 5.0950  0.33
H 2.1450 1.0632 5.2400  0.46
H 2.9234 -7.2230 1.0012  0.49
H 4.3579 -6.5906 -3.5749  0.31
H 0.6908 1.5515 7.1377  0.47
H -3.7807 -2.1646 2.8462  0.44
H -6.8917 3.8429 1.3213  0.32
H -5.4978 -1.7501 7.1255  0.46
H -7.1062 3.4348 -1.1772  0.31
H -7.2104 -0.1990 -0.1630  0.39
H 3.0644 -7.2507 -4.5669  0.41
H -1.9630 -0.5652 6.3598  0.29
H 1.4847 0.4224 3.7167  0.20
H -7.1305 0.1079 1.5792  0.35
H -4.4017 -3.8415 4.2597  0.38
H -5.1497 3.8952 -0.2169  0.13
H -4.2037 5.0134 -1.8623  0.27
H -2.5619 6.3712 0.4003  0.48
H -0.7411 5.4558 -0.7504  0.55
H 4.1250 -6.6275 -1.0350  0.09
H -8.5597 2.4639 -0.8877  0.46
H 2.8433 -8.6244 -0.0662  0.43
H 2.4770 -5.2248 0.8666  0.53
H -2.4929 -2.5505 7.2382  0.29
H -0.6075 4.0688 0.3542  0.21
H 1.5033 -0.5935 5.1554  0.33
H 0.6162 3.0305 5.2105  0.47
H -7.1898 1.7842 -1.7949  0.35
H 2.6578 -5.1200 -5.7691  0.46
H -8.3400 2.8645 1.6243  0.46
H 1.7246 -7.7264 -2.5304  0.32
H -5.3362 -0.5505 5.8226  0.32
H 0.7928 -1.9254 -3.6098  0.45
H 3.3101 -8.4921 -2.3782  0.38
H -2.6740 5.8789 -2.0940  0.46

Cartesian forces, eV/Å:
0.134 0.371 0.194
0.030 -0.213 -0.093
0.156 0.128 -0.038
0.002 -0.010 0.025
0.034 0.034 -0.016
-0.003 -0.028 -0.024
-0.008 -0.007 -0.009
-0.005 -0.020 0.026
-0.015 -0.011 -0.027
0.003 -0.244 0.061
-0.010 -0.195 -0.086
-0.025 0.230 -0.148
-0.029 0.027 0.015
-0.187 -0.117 0.158
-0.027 -0.018 0.001
-0.005 0.116 0.018
0.006 0.020 0.029
-0.009 -0.009 -0.005
-0.101 0.074 0.112
0.042 -0.040 -0.045
0.086 -0.096 0.119
0.063 0.058 0.015
-0.015 0.019 0.028
0.044 0.026 0.041
-0.008 0.009 -0.039
0.018 -0.019 -0.002
-0.038 -0.009 0.008
-0.015 0.003 -0.060
-0.062 0.071 0.026
0.031 0.013 -0.002
0.002 -0.009 -0.009
0.028 0.003 -0.040
-0.053 -0.091 0.049
-0.112 -0.040 -0.105
0.068 -0.106 -0.136
-0.017 0.015 0.018
0.036 0.051 0.054
-0.014 -0.021 -0.038
-0.011 0.029 -0.035
0.040 -0.096 0.011
0.012 -0.003 -0.083
-0.005 0.069 -0.082
-0.006 -0.015 0.015
-0.026 -0.067 0.156
0.061 -0.012 0.123
-0.008 0.140 0.030
0.060 0.002 0.040
0.031 -0.012 -0.056
0.060 0.065 -0.034
0.035 0.002 0.000
-0.011 -0.001 -0.005
-0.017 0.018 0.104
0.043 -0.006 -0.012
0.032 -0.003 -0.001
-0.003 0.002 -0.035
-0.087 0.008 -0.067
-0.192 0.128 -0.012
0.009 -0.020 0.019
0.004 0.013 -0.029
0.002 -0.016 -0.070
-0.039 -0.022 0.140
-0.153 -0.034 -0.123
0.016 -0.101 0.026
-0.007 0.034 -0.012
0.029 -0.018 -0.011
-0.028 0.014 -0.029
-0.001 -0.001 0.065
-0.012 0.023 -0.037
0.029 0.032 -0.026
0.032 -0.030 0.031
-0.030 0.027 0.028
0.043 0.003 0.000
0.032 -0.007 0.001
0.011 0.020 -0.016
-0.007 0.039 0.033
-0.030 -0.018 -0.036
0.048 -0.029 -0.014
0.013 0.012 -0.022
-0.020 0.034 0.025
0.031 -0.007 -0.006
-0.032 -0.026 -0.011
-0.025 -0.015 -0.034
0.005 0.016 -0.008
-0.031 -0.021 -0.008
0.026 0.015 0.009
-0.010 -0.052 0.016
0.042 0.022 -0.020
-0.006 -0.043 0.010
-0.027 0.033 0.035
0.017 -0.014 -0.018
0.011 0.004 -0.016
-0.008 -0.006 0.045
-0.008 0.021 -0.052
-0.028 0.030 0.032
0.024 -0.040 -0.002
0.039 -0.012 0.003
-0.024 -0.039 0.009
-0.013 -0.025 0.002
0.035 -0.001 -0.003
0.055 0.007 0.000
0.011 0.032 0.011
-0.039 0.015 0.000
-0.026 -0.022 -0.036
-0.024 0.038 -0.038
-0.004 0.038 -0.013
-0.038 -0.022 -0.007
-0.023 0.025 0.026
-0.018 0.016 0.017
0.052 0.004 -0.020
0.020 -0.033 0.007
0.014 -0.032 0.030
0.031 -0.020 -0.026
0.015 -0.019 -0.017
-0.020 -0.038 0.007



> net charge of number 2 (C4H11NO2)?

0



> What is the HOMO level in the first record?

-8.89 eV



> Which formula does entry 3 have?

C48H51F6NO5SSeSn